A cluster of 13 separate species, C46H128N10O13 in total at a distorted geometry. Source: the Open Molecules 2025 dataset; level of theory: wB97M-V/def2-TZVPD.

Calculated values
Gap between HOMO and LUMO (hartree): 0.3228
M (g mol⁻¹): 1029.59
Electronic energy (eV): -91287.648
Energy relative to the best compared isomer or geometry (same formula, charge and spin) (kcal per mole): 92.1
E_LUMO (Ha): 0.014

Last column: Löwdin charge in e.
Positions of all 197 atoms, in Å:
1 C 5.180 -1.506 2.722  -0.0447
2 C 5.173 -1.479 1.173  -0.3925
3 C 4.771 -2.848 0.506  -0.1582
4 O 5.621 -3.928 0.974  -0.2085
5 C 5.441 -5.122 0.230  -0.1184
6 N 4.210 -0.493 0.775  0.0156
7 H 5.795 -2.360 3.008  0.0693
8 H 4.227 -1.683 3.220  0.0559
9 H 5.565 -0.594 3.178  0.0729
10 H 6.149 -1.159 0.810  0.1387
11 H 4.884 -2.769 -0.575  0.1184
12 H 3.746 -3.029 0.828  0.0964
13 H 6.150 -5.895 0.526  0.0887
14 H 5.712 -4.848 -0.790  0.0808
15 H 4.422 -5.510 0.222  0.0692
16 H 3.315 -0.856 1.071  0.0177
17 H 4.174 -0.522 -0.234  0.0779
18 C -1.986 6.268 1.203  -0.0425
19 C -2.712 5.656 2.401  -0.4720
20 C -2.160 4.324 2.914  -0.1498
21 O -2.069 3.390 1.795  -0.2314
22 C -1.795 1.966 2.222  -0.0338
23 N -2.743 6.602 3.464  0.0349
24 H -2.085 5.692 0.283  0.0755
25 H -0.902 6.329 1.301  0.0678
26 H -2.348 7.271 0.980  0.0816
27 H -3.739 5.453 2.098  0.1315
28 H -2.784 3.904 3.702  0.1223
29 H -1.175 4.509 3.342  0.1287
30 H -0.786 1.747 2.571  0.0642
31 H -1.956 1.284 1.387  0.0642
32 H -2.371 1.674 3.100  0.0878
33 H -3.444 6.227 4.087  0.0738
34 H -3.274 7.373 3.085  0.0759
35 C -0.083 -2.697 6.053  -0.0512
36 C -0.176 -1.381 5.267  -0.4042
37 C 1.221 -0.927 4.759  -0.1898
38 O 1.079 0.257 3.999  -0.2061
39 C 2.242 1.060 3.958  -0.0918
40 N -1.074 -1.670 4.183  0.0326
41 H 0.138 -2.574 7.113  0.0764
42 H 0.724 -3.348 5.717  0.0655
43 H -1.022 -3.239 5.934  0.0815
44 H -0.536 -0.593 5.928  0.1340
45 H 1.494 -1.736 4.081  0.0866
46 H 2.017 -1.003 5.499  0.1392
47 H 2.583 1.299 4.966  0.0944
48 H 2.021 1.989 3.432  0.0904
49 H 3.120 0.549 3.562  0.0650
50 H -0.844 -0.992 3.470  0.0593
51 H -2.060 -1.579 4.382  0.1026
52 C -3.077 -1.353 -3.743  -0.0671
53 C -4.441 -1.532 -4.396  -0.4152
54 C -5.056 -0.157 -4.825  -0.2340
55 O -6.234 -0.353 -5.538  -0.1984
56 C -7.017 0.844 -5.941  -0.0439
57 N -4.200 -2.305 -5.615  0.0278
58 H -2.672 -2.345 -3.540  0.0712
59 H -3.113 -0.759 -2.830  0.0612
60 H -2.435 -0.764 -4.398  0.0752
61 H -5.109 -2.098 -3.747  0.1329
62 H -4.302 0.409 -5.373  0.1221
63 H -5.217 0.399 -3.902  0.1096
64 H -7.867 0.563 -6.563  0.0806
65 H -6.422 1.548 -6.522  0.0808
66 H -7.434 1.331 -5.060  0.0795
67 H -5.104 -2.227 -6.058  0.0564
68 H -3.542 -1.883 -6.254  0.0708
69 C 1.489 6.896 -0.451  -0.0722
70 C 2.316 7.428 -1.584  -0.4319
71 C 2.438 8.972 -1.488  -0.2032
72 O 1.310 9.656 -2.017  -0.2109
73 C 1.522 11.085 -2.102  -0.0869
74 N 3.670 6.896 -1.558  0.0570
75 H 1.546 5.813 -0.346  0.0659
76 H 0.425 7.080 -0.604  0.0719
77 H 1.770 7.323 0.511  0.0859
78 H 1.819 7.134 -2.508  0.1289
79 H 3.288 9.340 -2.062  0.1130
80 H 2.570 9.300 -0.457  0.1200
81 H 1.933 11.431 -1.153  0.0829
82 H 0.516 11.453 -2.303  0.0863
83 H 2.184 11.293 -2.942  0.0822
84 H 3.723 5.921 -1.300  0.0260
85 H 3.838 7.005 -2.548  0.0720
86 C -4.129 -1.834 0.279  -0.0578
87 C -5.425 -2.488 0.855  -0.3523
88 C -6.575 -1.496 1.172  -0.1843
89 O -6.157 -0.718 2.280  -0.2019
90 C -7.177 0.110 2.723  -0.1428
91 N -5.866 -3.436 -0.199  0.0246
92 H -3.693 -1.234 1.078  0.0554
93 H -4.117 -1.111 -0.536  0.0630
94 H -3.420 -2.606 -0.019  0.0466
95 H -5.180 -3.096 1.726  0.1329
96 H -7.493 -2.012 1.451  0.1222
97 H -6.731 -0.772 0.372  0.1142
98 H -7.330 0.957 2.054  0.0849
99 H -6.912 0.441 3.727  0.0884
100 H -8.119 -0.405 2.911  0.0851
101 H -5.131 -4.028 -0.558  0.0167
102 H -6.388 -3.016 -0.954  0.0628
103 C -0.694 -1.333 0.195  -0.0501
104 C 0.813 -0.989 0.101  -0.3637
105 C 0.985 0.508 -0.080  -0.1907
106 O 0.229 0.995 -1.180  -0.1704
107 C -0.080 2.378 -1.096  -0.0858
108 N 1.485 -1.491 1.328  0.0632
109 H -1.170 -0.944 1.095  0.0585
110 H -0.754 -2.421 0.153  0.0487
111 H -1.262 -0.923 -0.640  0.0716
112 H 1.161 -1.548 -0.767  0.1240
113 H 2.038 0.785 -0.131  0.1093
114 H 0.538 0.908 0.830  0.1069
115 H -0.716 2.617 -0.244  0.0678
116 H -0.712 2.725 -1.913  0.0820
117 H 0.805 3.012 -1.029  0.0839
118 H 1.180 -0.966 2.134  0.0440
119 H 1.313 -2.479 1.453  0.0403
120 C 4.066 4.584 1.523  -0.0472
121 C 3.958 3.174 0.920  -0.4193
122 C 4.540 3.102 -0.503  -0.1983
123 O 3.842 3.910 -1.414  -0.2419
124 C 4.129 3.605 -2.773  -0.0858
125 N 4.717 2.242 1.762  0.0501
126 H 5.089 4.895 1.735  0.0820
127 H 3.548 4.580 2.481  0.0700
128 H 3.647 5.349 0.869  0.0469
129 H 2.901 2.919 0.851  0.1147
130 H 4.489 2.046 -0.770  0.1106
131 H 5.549 3.510 -0.561  0.1358
132 H 3.658 4.288 -3.481  0.0780
133 H 3.724 2.629 -3.041  0.0849
134 H 5.209 3.700 -2.881  0.0925
135 H 4.779 1.321 1.352  0.0109
136 H 4.161 2.081 2.590  0.0291
137 C 0.326 -6.042 2.110  -0.0649
138 C 0.542 -4.948 3.122  -0.4214
139 C 2.092 -4.725 3.314  -0.2042
140 O 2.741 -5.829 3.868  -0.1607
141 C 4.098 -5.609 4.215  -0.0971
142 N 0.026 -3.721 2.612  0.0547
143 H 1.020 -5.933 1.277  0.0831
144 H -0.722 -6.143 1.829  0.0685
145 H 0.459 -7.001 2.610  0.0848
146 H 0.057 -5.322 4.023  0.1355
147 H 2.333 -3.819 3.870  0.0954
148 H 2.534 -4.460 2.354  0.1062
149 H 4.249 -4.734 4.848  0.0839
150 H 4.725 -5.433 3.342  0.0728
151 H 4.658 -6.431 4.660  0.0868
152 H -0.231 -3.123 3.384  0.0180
153 H -0.873 -3.954 2.214  0.0676
154 C 1.946 -4.596 -1.960  -0.0705
155 C 2.748 -5.170 -3.138  -0.4029
156 C 2.950 -6.721 -2.982  -0.1988
157 O 3.766 -6.988 -1.853  -0.2021
158 C 4.580 -8.191 -2.005  -0.0744
159 N 2.019 -4.826 -4.367  0.0361
160 H 1.609 -3.562 -2.034  0.0619
161 H 2.422 -4.692 -0.984  0.0597
162 H 0.993 -5.126 -1.988  0.0607
163 H 3.720 -4.686 -3.046  0.1297
164 H 3.310 -7.126 -3.928  0.1182
165 H 1.983 -7.212 -2.876  0.1189
166 H 3.977 -9.098 -2.046  0.0826
167 H 5.164 -8.280 -1.089  0.0802
168 H 5.273 -8.192 -2.846  0.0862
169 H 1.146 -5.333 -4.329  0.0643
170 H 1.767 -3.852 -4.282  0.0641
171 C -5.710 2.207 -1.005  -0.0587
172 C -4.597 2.177 0.059  -0.3624
173 O -4.133 3.450 0.158  -0.0814
174 H -5.333 2.495 -1.986  0.0686
175 H -6.413 2.959 -0.646  0.0751
176 H -6.229 1.249 -1.022  0.0525
177 H -3.708 1.574 -0.125  0.0958
178 H -4.960 1.838 1.028  0.1052
179 H -3.397 3.476 0.773  0.0150
180 C 0.607 2.813 -4.737  -0.0901
181 C 0.325 4.286 -4.589  -0.3070
182 O -0.402 4.735 -5.725  -0.0885
183 H 1.315 2.455 -5.484  0.0772
184 H -0.242 2.136 -4.841  0.0733
185 H 1.025 2.546 -3.766  0.0476
186 H 1.155 4.934 -4.309  0.1061
187 H -0.425 4.431 -3.811  0.1017
188 H -1.282 4.354 -5.675  0.0785
189 C -1.711 -4.969 -0.603  -0.0951
190 C -2.887 -5.657 -1.232  -0.2963
191 O -3.887 -4.800 -1.737  -0.0959
192 H -1.985 -4.470 0.326  0.0520
193 H -1.293 -4.206 -1.261  0.0700
194 H -0.877 -5.597 -0.290  0.0560
195 H -3.362 -6.351 -0.538  0.1177
196 H -2.556 -6.288 -2.057  0.1143
197 H -3.933 -4.754 -2.695  0.0970